Version a
Formula: C5H6O
Source: the OMol25 dataset
Level of theory: ωB97M-V/def2-TZVPD

Results
**Gap between HOMO and LUMO**: 0.3743 hartree
**HOMO**: -9.5 eV
**SMILES string**: O=C1C=CCC1

```
12
Properties=species:S:1:pos:R:3:nbo_charge:R:1
O 2.4669 -0.6265 -0.1443 -0.54
C 1.3333 -0.2464 0.0243 0.56
C 0.0560 -1.1299 0.1076 -0.51
C -1.1389 -0.1682 0.1047 -0.46
C -0.5009 1.1902 -0.0043 -0.10
C 0.8342 1.1516 -0.0613 -0.32
H -0.0655 -1.9833 0.7847 0.25
H 0.1234 -1.5460 -0.9019 0.23
H -1.6455 -0.5956 -0.7616 0.23
H -1.9009 -0.1755 0.8953 0.22
H -1.0578 2.1195 0.0765 0.21
H 1.4958 2.0101 -0.1198 0.23
```

Version b
Formula: C5H6O
Source: the OMol25 dataset
Level of theory: ωB97M-V/def2-TZVPD

Results
**Gap between HOMO and LUMO**: 0.3913 hartree
**HOMO**: -10.0 eV
**SMILES string**: CC#CC(C)=O

```
12
Properties=species:S:1:pos:R:3:nbo_charge:R:1
C -2.5584 0.3023 -0.6927 -0.70
C -1.2147 -0.1078 -0.2927 0.10
C -0.0931 -0.4472 -0.0010 -0.16
C 1.2885 -0.8386 0.2551 0.52
O 1.6543 -1.9896 0.1392 -0.51
C 2.2314 0.2709 0.6666 -0.70
H -2.7582 1.3410 -0.4111 0.24
H -2.6561 0.2191 -1.7808 0.25
H -3.3190 -0.3387 -0.2351 0.24
H 1.8218 1.2621 0.4568 0.22
H 2.4167 0.1891 1.7435 0.24
H 3.1867 0.1375 0.1525 0.24
```

Version c
Formula: C5H6O
Source: the OMol25 dataset
Level of theory: ωB97M-V/def2-TZVPD

Results
**Gap between HOMO and LUMO**: 0.3350 hartree
**HOMO**: -8.0 eV

```
12
Properties=species:S:1:pos:R:3:nbo_charge:R:1
C 0.1390 -1.1483 -0.3569 -0.41
C -0.5756 -0.0506 -1.0451 -0.33
C -0.3300 1.1982 -0.4506 -0.32
C 0.2330 1.1342 0.8119 0.07
O -0.1970 0.0812 1.6264 -0.53
C 0.6287 -0.7696 0.8945 0.05
H -1.1443 -1.0278 -0.2880 0.33
H 0.5003 -2.0032 -0.9195 0.25
H -0.9855 -0.1989 -2.0371 0.24
H -0.4239 2.1223 -1.0100 0.23
H 0.7442 1.9419 1.3281 0.20
H 1.4111 -1.2795 1.4462 0.21
```

Version d
Formula: C5H6O
Source: the OMol25 dataset
Level of theory: ωB97M-V/def2-TZVPD

Results
**Gap between HOMO and LUMO**: 0.4059 hartree
**HOMO**: -10.0 eV
**SMILES string**: C#CC[C@H]1CO1

```
12
Properties=species:S:1:pos:R:3:nbo_charge:R:1
C 2.8423 -0.0297 0.2634 -0.25
C 1.7250 -0.2296 -0.1360 0.00
C 0.3445 -0.7108 -0.1602 -0.51
C -0.6833 0.3087 0.3155 0.07
C -1.8618 0.6811 -0.4747 -0.11
O -1.9646 -0.2118 0.6241 -0.49
H 3.7471 -0.0380 0.8226 0.24
H 0.4978 -1.5048 0.5790 0.26
H 0.0181 -1.1976 -1.0848 0.24
H -0.3154 1.0426 1.0356 0.19
H -2.0269 0.2300 -1.4532 0.18
H -2.3228 1.6598 -0.3314 0.19
```

What are the relative energies? In eV: version a 0.000; version b 0.905; version c 3.621; version d 2.620.

Version a
Formula: H14NO5
Source: the OMol25 dataset
Level of theory: ωB97M-V/def2-TZVPD

Results
**Gap between HOMO and LUMO**: 0.4328 hartree
**HOMO**: -14.8 eV
**Total charge**: +1

```
20
Properties=species:S:1:pos:R:3:nbo_charge:R:1
N -0.6671 -0.0196 -0.7442 -0.90
H 0.3069 0.0712 -1.0252 0.44
H -0.6546 -0.2417 0.2764 0.46
H -1.1748 0.8753 -0.9215 0.46
H -1.0302 -0.7110 -1.3918 0.45
H 2.8427 -1.3912 1.3359 0.48
H 3.7922 -2.3654 0.6645 0.49
O 2.8660 -2.0973 0.6802 -0.96
H -0.9162 2.4284 1.6919 0.47
H 0.0663 3.5214 1.2505 0.49
O -0.2505 2.6389 1.0310 -0.96
H -0.4983 -1.4747 2.3323 0.51
H -0.4402 0.0914 2.4391 0.49
O -0.1752 -0.6668 1.9093 -0.95
H 0.5904 -3.2103 -1.5896 0.49
H 1.6086 -2.2620 -0.9474 0.51
O 0.6980 -2.3071 -1.2748 -1.00
H -1.8629 2.6277 -2.5214 0.51
H -2.9419 2.4353 -1.3915 0.50
O -2.1593 2.0575 -1.8036 -0.97
```

Version b
Formula: H14NO5
Source: the OMol25 dataset
Level of theory: ωB97M-V/def2-TZVPD

Results
**Gap between HOMO and LUMO**: 0.4421 hartree
**HOMO**: -14.9 eV
**Total charge**: +1

```
20
Properties=species:S:1:pos:R:3:nbo_charge:R:1
N -0.1445 -0.1094 0.7637 -0.97
H 0.1753 -0.7951 1.5090 0.47
H -0.8490 -0.6861 0.2069 0.46
H -0.4284 0.8914 0.8731 0.48
H 0.7905 -0.0358 0.1832 0.47
H 0.8412 1.7330 -3.3102 0.50
H -0.5238 2.1054 -2.6423 0.51
O 0.2973 1.5969 -2.4379 -0.98
H 1.6049 -3.0614 3.2337 0.49
H 2.5290 -2.4979 2.1526 0.48
O 1.6027 -2.5394 2.3745 -0.97
H -1.2218 -1.2479 -1.9592 0.48
H -2.6485 -1.5523 -1.8948 0.50
O -1.9657 -1.0914 -1.3799 -0.96
H 1.0972 0.4494 -1.6422 0.50
H 2.5451 -0.1010 -1.7475 0.51
O 1.7571 -0.0639 -1.1360 -1.00
H -2.5411 2.3084 1.9235 0.49
H -1.3968 2.5960 2.8098 0.49
O -1.5616 2.1803 1.9492 -0.97
```

Version c
Formula: H14NO5
Source: the OMol25 dataset
Level of theory: ωB97M-V/def2-TZVPD

Results
**Gap between HOMO and LUMO**: 0.4140 hartree
**HOMO**: -14.1 eV
**Total charge**: +1

```
20
Properties=species:S:1:pos:R:3:nbo_charge:R:1
N 0.0840 1.5231 -1.3072 -0.91
H 0.1689 0.5861 -0.8619 0.47
H 0.9969 1.7844 -1.6779 0.43
H -0.6153 1.5031 -2.0688 0.47
H -0.1614 2.1102 -0.4946 0.47
H 1.1348 -5.4237 -0.1900 0.48
H -0.1354 -4.6076 -0.0385 0.47
O 0.7629 -4.5520 -0.3848 -0.95
H 0.6717 2.3598 1.8763 0.49
H -0.3872 1.3661 2.1395 0.50
O -0.0708 1.9311 1.4232 -0.98
H 0.4163 -0.7966 4.5145 0.49
H -0.4886 -1.0037 3.3250 0.47
O 0.3507 -0.5934 3.5709 -0.95
H 0.7696 -1.5188 0.6676 0.51
H 1.8584 -0.6366 0.0907 0.49
O 0.8990 -0.7001 0.1720 -0.97
H -2.1603 1.5762 -4.0154 0.50
H -2.3418 2.9294 -3.3761 0.50
O -1.7523 2.1629 -3.3645 -0.97
```

Version d
Formula: H14NO5
Source: the OMol25 dataset
Level of theory: ωB97M-V/def2-TZVPD

Results
**Gap between HOMO and LUMO**: 0.4446 hartree
**HOMO**: -14.9 eV
**Total charge**: +1

```
20
Properties=species:S:1:pos:R:3:nbo_charge:R:1
N 1.0330 -0.7021 0.5927 -0.89
H 0.4631 -1.3854 0.0994 0.46
H 1.9253 -0.5411 0.1072 0.46
H 1.3032 -1.0993 1.4958 0.43
H 0.5719 0.2118 0.7616 0.48
H -2.2464 3.8646 -0.4613 0.49
H -2.9695 2.8306 -1.3275 0.50
O -2.2592 2.9278 -0.6854 -0.97
H -0.4713 -1.4350 -2.7040 0.49
H 0.5027 -2.5988 -2.6299 0.49
O 0.2223 -1.8078 -2.1470 -0.98
H 1.9681 -0.4046 -2.2157 0.50
H 2.5158 1.0415 -2.1290 0.50
O 2.4394 0.2142 -1.6447 -0.98
H -0.4270 2.0264 1.6596 0.49
H -1.2913 1.8704 0.3982 0.53
O -0.6211 1.4114 0.9440 -0.99
H -1.4515 -2.2029 3.6115 0.49
H -0.0292 -2.6248 3.3302 0.47
O -0.7340 -2.0657 2.9811 -0.96
```

What are the relative energies? In eV: version a 0.143; version b 0.792; version c 0.366; version d 0.000.

Version a
Formula: C7H10INO2
Source: the OMol25 dataset
Level of theory: ωB97M-V/def2-TZVPD

Results
**Gap between HOMO and LUMO**: 0.2796 hartree
**HOMO**: -7.1 eV
**SMILES string**: CC(C)(I)n1c(O)ccc1O

```
21
Properties=species:S:1:pos:R:3:nbo_charge:R:1
C 1.2980 2.4876 0.5387 -0.38
C -0.0403 2.6492 0.9775 -0.38
C 1.4618 1.1636 0.2579 0.42
C -0.6232 1.4164 0.9445 0.41
C -1.3535 -1.5407 0.5784 -0.69
C 0.6252 -1.5942 -0.9680 -0.69
C 0.0889 -1.1897 0.3777 0.15
N 0.2859 0.5092 0.4814 -0.42
O 2.5687 0.4844 -0.1630 -0.69
O -1.9003 1.0640 1.2829 -0.69
I 1.3215 -1.9752 1.9727 0.12
H 2.0390 3.2573 0.4455 0.22
H -0.5108 3.5596 1.2946 0.21
H -1.7173 -1.2423 1.5583 0.25
H -1.4699 -2.6201 0.4685 0.23
H -1.9614 -1.0471 -0.1799 0.23
H 1.6649 -1.3006 -1.0888 0.26
H 0.0363 -1.1248 -1.7554 0.23
H 0.5553 -2.6759 -1.0759 0.23
H 3.3064 1.1001 -0.1650 0.49
H -2.3363 1.8555 1.6158 0.49
```

Version b
Formula: C7H10INO2
Source: the OMol25 dataset
Level of theory: ωB97M-V/def2-TZVPD

Results
**Gap between HOMO and LUMO**: 0.2654 hartree
**HOMO**: -7.2 eV

```
21
Properties=species:S:1:pos:R:3:nbo_charge:R:1
C -1.4162 -1.3824 1.6972 -0.40
C -1.0858 -0.2361 2.4208 -0.35
C -0.9287 -1.2379 0.4374 0.39
C -0.3974 0.5528 1.5634 0.35
C 0.9829 1.7157 -1.2622 -0.75
C 1.6252 -0.6667 -1.4780 -0.74
C 0.5974 0.3444 -1.3792 0.27
N -0.3703 -0.0429 0.3224 -0.43
O -1.0429 -2.1340 -0.6070 -0.69
O 0.0201 1.8787 1.8320 -0.70
I -1.2197 0.1942 -2.6742 0.15
H -2.2082 -2.1549 2.0058 0.21
H -1.2170 0.0653 3.4739 0.22
H 2.0078 1.7989 -0.7140 0.23
H 0.3293 2.4175 -0.7676 0.27
H 1.2366 2.1020 -2.3236 0.25
H 2.0904 -0.6954 -2.4437 0.25
H 1.2069 -1.5828 -1.2835 0.26
H 2.2895 -0.4380 -0.7177 0.23
H -1.6674 -2.7827 -0.1579 0.49
H -0.8325 2.2844 2.0557 0.48
```

What are the relative energies? In eV: version a 0.000; version b 2.241.